No. 1
Computed, not measured: C13H19N3S in the gas phase, with ωB97M-V/def2-TZVPD.

Output
Kohn-Sham gap: 8.60 eV
SMILES: S=C(NCc1ccncc1)NC1CCCCC1
spin multiplicity: 1
calculated total energy: -29095.7389 eV
E_HOMO: -0.299 Ha
energy relative to the best compared isomer or geometry (same formula, charge and spin): 0.0 kJ/mol

Structure (XYZ):
```
36
Properties=species:S:1:pos:R:3:mulliken_charge:R:1
S 0.156 3.050 -0.069 -0.4000
N -5.917 0.078 0.592 -0.6044
N 0.774 0.485 0.120 0.0267
N -1.240 1.026 -0.900 -0.2153
C 3.459 -0.210 -1.178 -0.6118
C 2.071 0.804 0.680 -0.6424
C -4.321 -0.903 -0.883 -0.6054
C 2.526 -0.323 1.608 -1.0115
C 3.957 -1.286 -0.219 -0.6607
C -4.945 0.798 1.125 -0.4534
C 3.113 1.065 -0.415 -0.7238
C -3.625 0.725 0.710 -0.2215
C -5.607 -0.752 -0.387 -0.3083
C -3.299 -0.148 -0.323 0.6435
C -0.099 1.428 -0.283 0.2977
C 2.902 -1.589 0.841 -0.5707
C -1.877 -0.269 -0.810 -0.4166
H 2.727 1.826 -1.094 0.3325
H 1.735 -0.541 2.329 0.3618
H 3.397 0.028 2.164 0.4154
H -4.120 -1.593 -1.689 0.3569
H 4.201 -2.196 -0.770 0.3334
H -6.431 -1.321 -0.797 0.3589
H 1.931 1.726 1.256 0.4647
H 4.014 1.463 0.056 0.4250
H -2.867 1.335 1.179 0.4066
H 2.019 -2.020 0.362 0.2998
H -1.863 -0.765 -1.790 0.2611
H 3.282 -2.335 1.542 0.3225
H 4.228 0.010 -1.921 0.3446
H -1.325 -0.895 -0.100 0.2121
H -1.845 1.794 -1.158 0.2854
H 0.678 -0.447 -0.255 0.3131
H -5.240 1.465 1.924 0.3611
H 2.580 -0.573 -1.717 0.3017
H 4.868 -0.937 0.271 0.3212
```

***

No. 2
Computed, not measured: C13H19N5O5 in the gas phase, with ωB97M-V/def2-TZVPD.

Output
Kohn-Sham gap: 8.48 eV
SMILES: CNC(=O)[C@@H](CC(=O)O)NC(=O)[C@@H](Cc1cnc[nH]1)NC(C)=O
spin multiplicity: 1
calculated total energy: -31479.0729 eV
E_HOMO: -0.304 Ha
energy relative to the best compared isomer or geometry (same formula, charge and spin): 39.4 kJ/mol

Structure (XYZ):
```
42
Properties=species:S:1:pos:R:3:mulliken_charge:R:1
O 1.919 4.243 -1.501 -0.5669
O 0.311 2.922 -2.311 -0.4067
O -4.741 -1.315 0.934 -0.6715
O 2.252 -1.033 0.599 -0.8554
O -0.368 0.239 2.015 -0.7230
N -2.667 -1.110 1.785 -0.0065
N 3.190 0.567 1.846 -0.0813
N 0.382 -3.224 1.272 0.0881
N 0.069 0.519 -0.155 0.0608
N -0.552 -5.057 2.075 -0.7145
C 0.550 -4.318 2.008 -0.2001
C -0.888 -3.246 0.784 0.3408
C -0.674 0.026 0.839 0.1688
C -1.920 -0.852 0.548 -0.2204
C 1.366 1.182 0.183 -0.1300
C -1.556 -2.209 -0.086 -1.0546
C 2.327 0.165 0.907 0.2092
C -4.477 -1.579 3.232 -1.0850
C 2.105 1.827 -1.038 -0.8154
C -1.473 -4.398 1.284 -0.5339
C -3.960 -1.322 1.860 0.6839
C 1.450 3.120 -1.613 0.4450
C 3.234 1.905 2.506 -0.8648
H -2.509 -4.666 1.126 0.4167
H -5.557 -1.407 3.145 0.3346
H -0.202 0.359 -1.139 0.3777
H -2.490 -2.643 -0.468 0.4291
H 2.285 1.062 -1.818 0.4565
H 1.170 2.034 0.868 0.3442
H -4.090 -0.830 3.919 0.3443
H 2.245 2.322 2.498 0.3500
H 0.071 3.779 -2.651 0.3337
H -0.924 -1.945 -0.926 0.5572
H 1.040 -2.478 1.127 0.2983
H -2.153 -0.969 2.661 0.2649
H -2.535 -0.297 -0.208 0.4283
H 3.969 2.492 1.993 0.3136
H 1.506 -4.521 2.444 0.4037
H 3.752 -0.149 2.251 0.3176
H 3.134 2.089 -0.757 0.3983
H -4.242 -2.607 3.516 0.2416
H 3.572 1.793 3.593 0.3229
```

***

No. 3
Computed, not measured: 5 unconnected molecules or ions with the total composition C13H19N5O6, with ωB97M-V/def2-TZVPD.

Output
Kohn-Sham gap: 9.65 eV
SMILES: C[N+](=O)[O-].C[N+](=O)[O-].C[N+](=O)[O-].c1ccncc1.c1ccncc1
spin multiplicity: 1
calculated total energy: -33515.4921 eV
E_HOMO: -0.365 Ha

Structure (XYZ):
```
43
Properties=species:S:1:pos:R:3:mulliken_charge:R:1
O 1.984 2.786 -6.064 -0.5543
O 1.023 3.950 -4.568 -0.5447
O 0.554 0.060 -1.704 -0.4852
O -4.532 -1.112 -1.934 -0.5580
O -4.134 -1.134 -4.056 -0.5804
O 2.287 -0.786 -0.817 -0.5994
N -3.857 -0.863 -2.913 0.9822
N -2.146 1.692 0.194 -0.4536
N 1.091 -0.712 -0.952 1.0348
N 1.640 3.000 -4.946 0.9432
N 1.925 -0.590 4.380 -0.5982
C 2.748 -0.837 3.374 -0.2695
C 2.647 -1.892 2.496 -0.1382
C -2.573 -0.165 -2.666 -0.0585
C 0.805 -2.626 3.765 -0.2440
C 1.908 1.917 -3.923 -0.6458
C -0.289 2.255 1.528 -0.5259
C 0.934 -1.498 4.573 -0.2637
C -1.092 2.454 0.422 -0.3014
C 1.660 -2.824 2.683 -0.3986
C -2.529 0.704 1.007 -0.2970
C 0.234 -1.621 -0.167 -0.1783
C -1.813 0.454 2.153 -0.3434
C -0.668 1.245 2.421 -0.1627
H 0.599 2.846 1.731 0.3900
H -2.325 -0.328 -1.628 -0.3675
H 2.060 0.971 -4.432 0.2907
H 1.175 1.954 -3.131 0.2010
H -3.408 0.100 0.828 0.3751
H 1.589 -3.665 1.994 0.4554
H -2.656 0.892 -2.951 0.2611
H -2.157 -0.306 2.842 0.4060
H 3.287 -2.000 1.637 0.3906
H -0.039 -3.260 4.008 0.3698
H 0.676 -2.604 -0.306 0.2889
H 2.851 2.235 -3.451 0.3087
H -1.818 -0.608 -3.313 0.2911
H 0.202 -1.377 5.366 0.3774
H 0.288 -1.277 0.865 -0.1520
H -0.095 0.997 3.299 0.5080
H 3.544 -0.101 3.213 0.3525
H -0.786 -1.513 -0.535 0.0908
H -0.795 3.187 -0.322 0.4029
```

***

- Which formula does entry 1 have?
  C13H19N3S

***

What did the third record say?
Computed, not measured: 5 unconnected molecules or ions with the total composition C13H19N5O6, with ωB97M-V/def2-TZVPD.

Output
Kohn-Sham gap: 9.65 eV
SMILES: C[N+](=O)[O-].C[N+](=O)[O-].C[N+](=O)[O-].c1ccncc1.c1ccncc1
spin multiplicity: 1
calculated total energy: -33515.4921 eV
E_HOMO: -0.365 Ha

Structure (XYZ):
```
43
Properties=species:S:1:pos:R:3:mulliken_charge:R:1
O 1.984 2.786 -6.064 -0.5543
O 1.023 3.950 -4.568 -0.5447
O 0.554 0.060 -1.704 -0.4852
O -4.532 -1.112 -1.934 -0.5580
O -4.134 -1.134 -4.056 -0.5804
O 2.287 -0.786 -0.817 -0.5994
N -3.857 -0.863 -2.913 0.9822
N -2.146 1.692 0.194 -0.4536
N 1.091 -0.712 -0.952 1.0348
N 1.640 3.000 -4.946 0.9432
N 1.925 -0.590 4.380 -0.5982
C 2.748 -0.837 3.374 -0.2695
C 2.647 -1.892 2.496 -0.1382
C -2.573 -0.165 -2.666 -0.0585
C 0.805 -2.626 3.765 -0.2440
C 1.908 1.917 -3.923 -0.6458
C -0.289 2.255 1.528 -0.5259
C 0.934 -1.498 4.573 -0.2637
C -1.092 2.454 0.422 -0.3014
C 1.660 -2.824 2.683 -0.3986
C -2.529 0.704 1.007 -0.2970
C 0.234 -1.621 -0.167 -0.1783
C -1.813 0.454 2.153 -0.3434
C -0.668 1.245 2.421 -0.1627
H 0.599 2.846 1.731 0.3900
H -2.325 -0.328 -1.628 -0.3675
H 2.060 0.971 -4.432 0.2907
H 1.175 1.954 -3.131 0.2010
H -3.408 0.100 0.828 0.3751
H 1.589 -3.665 1.994 0.4554
H -2.656 0.892 -2.951 0.2611
H -2.157 -0.306 2.842 0.4060
H 3.287 -2.000 1.637 0.3906
H -0.039 -3.260 4.008 0.3698
H 0.676 -2.604 -0.306 0.2889
H 2.851 2.235 -3.451 0.3087
H -1.818 -0.608 -3.313 0.2911
H 0.202 -1.377 5.366 0.3774
H 0.288 -1.277 0.865 -0.1520
H -0.095 0.997 3.299 0.5080
H 3.544 -0.101 3.213 0.3525
H -0.786 -1.513 -0.535 0.0908
H -0.795 3.187 -0.322 0.4029
```

***

- spin multiplicity of number 2 (C13H19N5O5)?
  1